a | 50
Properties=species:S:1:pos:R:3:nbo_charge:R:1 method="wB97M-V/def2-TZVPD" homo_lumo_gap_ev=8.32 charge=0 homo_ev=-7.7
O 1.99 1.70 1.78 -0.678
O -5.45 -0.41 1.35 -0.494
N 0.95 1.59 -0.23 -0.459
N 2.63 0.10 0.30 -0.650
N -1.72 1.35 -0.94 -0.451
C -4.42 -1.81 -0.37 -0.356
C 4.21 -2.48 -0.19 -0.400
C -3.60 0.38 0.18 -0.342
C 3.78 -1.89 1.15 -0.402
C -1.39 2.20 0.20 -0.219
C 5.08 0.21 0.63 -0.408
C 5.50 -0.39 -0.71 -0.400
C -2.50 -0.89 -1.52 -0.330
C 5.56 -1.92 -0.62 -0.399
C -3.42 -1.91 -1.32 -0.162
C -0.72 1.37 -1.98 -0.217
C -4.51 -0.65 0.39 0.329
C -6.42 -1.40 1.60 -0.251
C 0.06 2.67 0.13 -0.236
C 3.74 -0.36 1.12 -0.054
C -2.58 0.28 -0.76 0.290
C 1.87 1.16 0.69 0.799
C 0.63 0.87 -1.45 -0.230
H 5.84 -0.02 1.38 0.203
H 6.47 0.00 -1.00 0.213
H 3.46 -2.26 -0.95 0.183
H -3.34 -2.81 -1.91 0.211
H 4.49 -2.20 1.92 0.202
H 3.53 0.03 2.12 0.244
H 4.79 -0.10 -1.49 0.183
H -5.12 -2.62 -0.24 0.217
H -7.02 -1.60 0.71 0.175
H 6.32 -2.20 0.12 0.195
H -1.73 -1.04 -2.26 0.202
H 4.27 -3.57 -0.10 0.212
H 2.67 -0.14 -0.67 0.388
H 5.85 -2.34 -1.58 0.206
H 0.17 3.50 -0.59 0.183
H 2.79 -2.27 1.43 0.216
H -1.04 0.76 -2.82 0.223
H -0.62 2.40 -2.34 0.199
H 0.38 3.03 1.11 0.266
H -7.05 -0.99 2.38 0.199
H 1.40 1.01 -2.21 0.185
H 5.00 1.29 0.55 0.216
H -5.96 -2.33 1.95 0.175
H -1.53 1.62 1.12 0.207
H 0.54 -0.20 -1.22 0.201
H -2.06 3.07 0.23 0.190
H -3.72 1.27 0.78 0.223


b | 50
Properties=species:S:1:pos:R:3:nbo_charge:R:1 method="wB97M-V/def2-TZVPD" homo_lumo_gap_ev=8.90 charge=0 homo_ev=-8.1
O 5.02 1.36 -0.06 -0.541
O 3.35 0.78 -3.20 -0.637
N 2.78 2.11 -1.44 -0.623
N 0.60 0.60 -0.14 -0.477
N -3.85 -1.04 0.05 -0.457
C -5.95 -1.16 1.24 -0.270
C 3.63 1.23 -2.09 0.667
C -0.96 -1.26 0.28 -0.401
C -0.11 1.52 0.76 -0.214
C 4.79 0.58 -1.27 0.013
C -5.83 -1.54 -1.24 -0.647
C -3.94 -0.65 2.41 -0.273
C -1.76 -0.38 1.23 -0.270
C 5.19 -0.97 0.50 -0.431
C 4.46 -0.85 -0.82 -0.421
C 0.49 -0.81 0.23 -0.210
C -5.17 -1.25 0.07 0.228
C -5.30 -0.82 2.43 -0.158
C 4.97 0.44 1.06 -0.070
C -1.56 1.10 0.89 -0.404
C 0.56 0.96 -1.57 -0.233
C -3.23 -0.70 1.20 0.261
C 1.38 2.24 -1.89 -0.224
H -1.38 -0.53 2.23 0.201
H -0.46 1.07 -1.90 0.176
H 1.01 -1.46 -0.47 0.203
H 5.79 0.65 1.78 0.190
H -1.08 -2.30 0.62 0.209
H 5.71 0.55 -1.88 0.202
H 0.94 3.11 -1.43 0.194
H -3.42 -0.36 3.31 0.211
H 6.23 -1.16 0.31 0.204
H 0.97 0.17 -2.18 0.219
H 1.33 2.44 -2.98 0.227
H -7.01 -1.34 1.23 0.216
H 0.95 -0.97 1.19 0.181
H -5.91 -0.71 3.31 0.215
H -1.36 -1.24 -0.75 0.219
H 2.93 2.15 -0.41 0.413
H 3.99 0.50 1.57 0.169
H 4.85 -1.74 1.18 0.221
H -5.12 -1.78 -2.04 0.232
H 4.76 -1.62 -1.54 0.231
H -2.05 1.32 -0.08 0.205
H -6.37 -0.66 -1.58 0.225
H -2.07 1.75 1.63 0.208
H 3.36 -0.97 -0.70 0.213
H 0.36 1.48 1.74 0.185
H -0.06 2.55 0.36 0.203
H -6.48 -2.39 -1.14 0.218


a ends up most stable, edging out the next structure by 62.5 kJ/mol.


a | 21
Properties=species:S:1:pos:R:3:nbo_charge:R:1 method="wB97M-V/def2-TZVPD" homo_lumo_gap_ev=9.97 charge=0 homo_ev=-8.8
C -1.09 0.35 2.08 -0.383
C 1.10 0.30 -1.54 -0.196
C 2.36 -0.61 -2.13 -0.642
C -0.30 -0.95 1.84 -0.643
C -0.90 1.25 0.82 -0.399
C -1.31 0.50 -0.47 -0.455
C -0.19 -0.09 -1.31 -0.174
H -0.48 -1.01 -1.88 0.185
H 0.56 -0.94 1.12 0.221
H -2.22 0.09 1.93 0.187
H -0.93 0.90 2.98 0.208
H 3.15 0.09 -2.34 0.211
H 0.08 -1.11 2.85 0.218
H -1.88 -0.41 -0.18 0.206
H -1.40 2.27 0.76 0.207
H 0.15 1.44 0.93 0.202
H -1.98 0.94 -1.14 0.226
H -0.94 -1.72 1.45 0.212
H 1.98 -1.27 -3.01 0.214
H 2.85 -1.30 -1.44 0.215
H 1.40 1.29 -1.31 0.181


b | 21
Properties=species:S:1:pos:R:3:nbo_charge:R:1 method="wB97M-V/def2-TZVPD" homo_lumo_gap_ev=9.73 charge=0 homo_ev=-8.6
C 1.38 0.51 0.41 -0.199
C 0.51 -0.50 0.38 0.031
C -1.51 0.97 -0.28 -0.389
C -0.80 -0.40 -0.37 -0.429
C 0.96 -1.91 0.73 -0.653
C 2.87 0.43 0.34 -0.650
C -2.99 0.86 -0.69 -0.606
H -1.46 -1.22 -0.10 0.198
H -1.51 1.28 0.78 0.194
H -1.03 1.78 -0.82 0.200
H 3.31 1.22 0.97 0.211
H 1.54 -1.79 1.65 0.219
H -3.52 1.78 -0.45 0.214
H -0.62 -0.48 -1.46 0.212
H 1.58 -2.42 -0.01 0.216
H 3.27 0.65 -0.65 0.221
H 0.08 -2.53 0.91 0.209
H 3.35 -0.47 0.74 0.213
H 0.99 1.48 0.13 0.187
H -3.37 -0.11 -0.39 0.206
H -3.04 0.85 -1.79 0.195


c | 21
Properties=species:S:1:pos:R:3:nbo_charge:R:1 method="wB97M-V/def2-TZVPD" homo_lumo_gap_ev=8.68 charge=0 homo_ev=-7.8
C 1.03 -0.45 1.22 -0.615
C -0.67 1.40 -0.49 0.034
C -1.33 1.61 0.85 -0.748
C -1.54 -1.11 -0.43 -0.624
C 1.96 -0.39 -1.11 -0.587
C 0.84 0.09 -0.19 -0.196
C -0.56 -0.03 -0.88 -0.331
H -1.59 -1.25 0.65 0.206
H 1.83 -0.04 -2.14 0.220
H 0.98 -1.55 1.25 0.210
H 1.94 -1.49 -1.12 0.208
H -1.28 -2.07 -0.89 0.215
H -0.87 2.40 1.45 0.231
H -0.41 -0.13 -1.96 0.203
H -1.55 0.74 1.49 0.182
H 2.94 -0.07 -0.75 0.209
H -2.30 2.01 0.51 0.262
H 0.31 -0.07 1.95 0.217
H 2.02 -0.15 1.56 0.215
H -2.55 -0.86 -0.79 0.216
H 0.94 1.23 -0.15 0.271


d | 21
Properties=species:S:1:pos:R:3:nbo_charge:R:1 method="wB97M-V/def2-TZVPD" homo_lumo_gap_ev=10.24 charge=0 homo_ev=-9.1
C -0.64 -0.49 1.37 0.042
C 0.71 1.88 -2.09 -0.609
C 0.13 0.34 0.37 -0.434
C 0.07 -1.69 1.96 -0.660
C 0.26 -0.40 -0.98 -0.389
C -1.83 -0.10 1.81 -0.421
C 1.00 0.40 -2.05 -0.397
H 1.12 -1.78 1.69 0.212
H 1.07 2.36 -3.00 0.213
H -0.46 -2.61 1.73 0.224
H -2.36 -0.67 2.57 0.190
H 1.15 0.44 0.76 0.200
H -2.29 0.83 1.53 0.194
H 2.07 0.22 -1.97 0.193
H -0.34 1.31 0.23 0.213
H -0.37 2.04 -2.06 0.200
H 1.15 2.40 -1.23 0.203
H 0.69 -1.40 -0.86 0.205
H -0.75 -0.63 -1.31 0.197
H 0.78 -0.01 -3.04 0.202
H 0.05 -1.57 3.05 0.224


d ends up most stable, edging out the next structure by 47.3 kJ/mol.


a | 21
Properties=species:S:1:pos:R:3:nbo_charge:R:1 method="wB97M-V/def2-TZVPD" homo_lumo_gap_ev=10.82 charge=0 homo_ev=-9.6
C 1.57 -1.06 -0.18 0.013
C 2.72 -0.16 -0.04 -0.450
C -2.27 -0.63 -0.83 -0.651
C -2.16 1.59 0.32 -0.417
C 0.91 -2.12 0.24 -0.406
C 1.68 0.05 -1.14 -0.454
C -1.77 0.33 0.21 -0.168
H 0.55 2.58 0.66 0.001
H -0.01 -2.45 -0.25 0.199
H -1.03 -0.07 0.91 0.204
H 3.70 -0.53 -0.33 0.222
H -1.45 -1.04 -1.42 0.217
H -2.79 -1.48 -0.36 0.218
H 1.25 -2.70 1.10 0.203
H 2.73 0.54 0.79 0.222
H -1.77 2.24 1.11 0.198
H -2.98 -0.15 -1.51 0.211
H 1.21 2.64 1.00 -0.004
H -2.89 2.03 -0.35 0.189
H 1.97 -0.17 -2.16 0.222
H 0.99 0.89 -1.03 0.232


b | 21
Properties=species:S:1:pos:R:3:nbo_charge:R:1 method="wB97M-V/def2-TZVPD" homo_lumo_gap_ev=10.78 charge=0 homo_ev=-9.6
C -1.38 -1.37 -0.93 -0.607
C 1.44 -1.28 0.58 -0.595
C 0.14 0.93 0.96 -0.224
C -0.15 -0.49 -1.24 -0.391
C 0.65 -0.12 0.00 -0.052
C -1.18 1.66 0.76 -0.608
C 1.31 1.23 0.07 -0.419
H 0.78 -2.11 0.88 0.205
H 1.14 1.93 -0.76 0.209
H -1.14 -2.14 -0.20 0.202
H 2.00 -0.97 1.47 0.209
H 0.52 -1.03 -1.92 0.203
H 0.38 0.75 2.00 0.208
H -1.14 2.65 1.22 0.212
H -1.74 -1.86 -1.84 0.209
H 2.15 -1.66 -0.15 0.206
H -2.01 1.11 1.20 0.208
H -2.20 -0.77 -0.53 0.205
H -0.47 0.41 -1.77 0.202
H 2.30 1.30 0.51 0.212
H -1.40 1.81 -0.31 0.205


c | 21
Properties=species:S:1:pos:R:3:nbo_charge:R:1 method="wB97M-V/def2-TZVPD" homo_lumo_gap_ev=10.64 charge=0 homo_ev=-9.5
C 1.64 -0.11 1.14 -0.161
C -1.75 1.42 0.14 -0.653
C 2.24 -0.55 -0.15 -0.442
C -1.92 -0.06 -0.01 -0.165
C 0.85 -0.89 1.85 -0.420
C -2.61 -0.64 -0.98 -0.417
C 1.53 0.23 -1.27 -0.612
H 2.09 -1.63 -0.30 0.201
H 0.64 -1.90 1.49 0.191
H -2.12 1.95 -0.75 0.210
H -0.70 1.71 0.28 0.221
H -2.31 1.75 1.01 0.218
H 3.33 -0.42 -0.08 0.210
H -1.51 -0.66 0.80 0.201
H 0.46 -0.59 2.81 0.200
H 1.82 0.93 1.45 0.195
H -3.16 -0.03 -1.70 0.188
H -2.70 -1.72 -1.06 0.199
H 1.77 1.29 -1.09 0.202
H 0.43 -0.05 -1.36 0.228
H 1.99 -0.01 -2.23 0.208


d | 21
Properties=species:S:1:pos:R:3:nbo_charge:R:1 method="wB97M-V/def2-TZVPD" homo_lumo_gap_ev=11.32 charge=0 homo_ev=-10.1
C 0.14 -0.81 0.03 -0.389
C 2.71 -0.28 0.06 -0.420
C -1.24 -0.15 0.21 -0.212
C 2.03 0.88 -0.61 -0.421
C 1.30 0.08 0.43 -0.228
C -1.31 1.26 -0.40 -0.609
C -2.34 -1.03 -0.38 -0.601
H 3.49 -0.06 0.79 0.214
H 1.73 0.75 -1.64 0.209
H -3.33 -0.67 -0.10 0.208
H -2.34 1.63 -0.40 0.207
H -0.95 1.26 -1.43 0.201
H 0.15 -1.73 0.62 0.205
H 2.88 -1.18 -0.52 0.210
H 2.35 1.89 -0.37 0.214
H 1.18 0.56 1.40 0.210
H -0.70 1.97 0.17 0.212
H 0.26 -1.11 -1.02 0.194
H -2.25 -2.07 -0.03 0.207
H -1.42 -0.05 1.29 0.190
H -2.28 -1.04 -1.48 0.200


b ends up most stable, edging out the next structure by 8.0 kJ/mol.


a | 21
Properties=species:S:1:pos:R:3:nbo_charge:R:1 method="wB97M-V/def2-TZVPD" homo_lumo_gap_ev=9.53 charge=0 homo_ev=-8.4
C 1.30 0.52 -0.50 -0.215
C -0.05 -0.01 -0.08 -0.117
C 0.21 1.49 -0.24 -0.382
C -0.17 -0.71 1.28 -0.617
C -1.16 -0.14 -1.06 -0.115
C 2.41 0.62 0.52 -0.603
C -2.44 -0.15 -0.67 -0.477
H -0.22 2.00 -1.10 0.220
H 0.72 -1.30 1.52 0.218
H -0.90 -0.07 -2.11 0.205
H 2.00 0.80 1.51 0.209
H 1.62 0.36 -1.53 0.214
H 0.17 2.07 0.68 0.212
H -0.81 -2.66 -0.69 -0.032
H -1.00 -1.41 1.30 0.229
H 3.06 -0.26 0.57 0.208
H 3.02 1.49 0.27 0.216
H -2.71 -0.17 0.38 0.193
H -1.48 -2.34 -0.75 0.022
H -3.25 -0.15 -1.39 0.204
H -0.32 0.01 2.08 0.209


b | 21
Properties=species:S:1:pos:R:3:nbo_charge:R:1 method="wB97M-V/def2-TZVPD" homo_lumo_gap_ev=7.88 charge=0 homo_ev=-7.1
C 0.96 -0.22 0.03 -0.101
C 2.07 0.10 -0.84 -0.567
C -1.19 -0.07 -1.17 -0.597
C 1.66 -1.32 -0.72 -0.420
C -0.55 1.68 0.49 -0.602
C -0.49 0.19 0.17 -0.099
C -1.17 -0.64 1.26 -0.602
H 2.09 0.81 -1.65 0.221
H -2.22 0.30 -1.11 0.216
H 1.01 -1.79 -1.46 0.202
H -0.01 1.91 1.42 0.208
H -1.23 -1.14 -1.41 0.213
H 1.32 -0.21 1.45 0.061
H -1.13 -1.71 1.03 0.215
H -0.69 0.45 -2.00 0.221
H -0.69 -0.49 2.24 0.210
H -0.10 2.27 -0.31 0.218
H -2.22 -0.35 1.36 0.214
H 2.27 -2.04 -0.17 0.190
H -1.59 2.01 0.62 0.213
H 1.89 0.24 0.76 0.387


c | 21
Properties=species:S:1:pos:R:3:nbo_charge:R:1 method="wB97M-V/def2-TZVPD" homo_lumo_gap_ev=11.25 charge=0 homo_ev=-10.1
C 1.41 -0.41 0.42 -0.418
C 1.41 0.87 -0.47 -0.425
C 0.08 -1.14 0.13 -0.444
C -2.09 0.08 1.76 -0.429
C -0.20 -0.90 -1.37 -0.419
C 0.62 0.38 -1.67 -0.426
C -1.30 0.96 1.17 -0.435
H 1.37 0.30 -2.53 0.212
H -2.20 -0.92 1.36 0.212
H 2.41 1.29 -0.84 0.223
H -0.46 0.84 0.42 0.229
H -1.23 -0.84 -1.57 0.213
H -0.70 -0.70 0.85 0.241
H -2.79 0.62 2.59 0.221
H -0.10 1.14 -2.01 0.209
H -1.49 1.97 1.69 0.202
H 0.90 1.63 0.13 0.200
H 1.61 -0.10 1.44 0.213
H 0.28 -1.71 -1.97 0.207
H 0.25 -2.19 0.31 0.209
H 2.22 -1.16 0.15 0.205


d | 21
Properties=species:S:1:pos:R:3:nbo_charge:R:1 method="wB97M-V/def2-TZVPD" homo_lumo_gap_ev=8.93 charge=0 homo_ev=-8.3
C 1.69 0.29 -0.68 -0.615
C -1.71 -1.43 -0.46 -0.611
C 0.53 -0.79 1.27 -0.610
C -1.35 1.02 -0.94 -0.041
C 0.08 1.57 0.85 -0.635
C -0.76 -0.32 -0.92 -0.393
C 0.37 0.19 0.10 0.017
H -0.26 -0.63 -1.85 0.205
H -2.50 -1.55 -1.21 0.218
H 1.30 -0.40 1.94 0.214
H -1.20 -2.40 -0.36 0.204
H -0.71 1.46 1.59 0.227
H 0.83 -1.79 0.94 0.212
H -0.40 -0.87 1.84 0.219
H -2.19 -1.17 0.48 0.213
H 2.11 -0.70 -0.88 0.213
H -0.15 2.47 0.27 0.238
H 1.55 0.79 -1.65 0.214
H 1.02 1.77 1.37 0.206
H -0.68 1.63 -1.58 0.097
H 2.43 0.86 -0.11 0.209


a ends up most stable, edging out the next structure by 31.0 kJ/mol.


a | 67
Properties=species:S:1:pos:R:3:nbo_charge:R:1 method="wB97M-V/def2-TZVPD" homo_lumo_gap_ev=8.23 charge=0 homo_ev=-7.8
S 2.71 -2.77 0.50 0.244
O 3.43 1.81 -1.28 -0.614
O -1.01 -1.73 2.61 -0.518
O -0.26 -4.06 -1.62 -0.621
O -5.06 -0.13 0.66 -0.496
N 1.27 1.48 1.02 -0.465
N -0.30 -2.96 0.39 -0.628
N 1.48 -1.72 -1.53 -0.562
N 2.97 -0.26 -0.44 -0.450
C 0.19 -1.01 -3.40 -0.230
C 1.73 -4.07 -0.30 -0.608
C -1.90 -1.63 1.57 0.292
C -5.95 -0.04 -0.42 -0.251
C -3.92 -0.87 0.49 0.294
C 1.80 0.50 -2.40 -0.231
C -1.33 -1.09 3.82 -0.250
C 1.56 0.37 1.92 -0.218
C 1.70 2.76 1.57 -0.216
C -0.42 2.59 -0.37 -0.399
C 0.52 1.20 -4.31 -0.234
C 3.05 0.04 2.04 -0.418
C -0.14 1.51 0.68 -0.220
C 2.78 0.78 -1.36 0.706
C 1.16 -0.75 -2.43 0.257
C 1.47 1.47 -3.35 -0.145
C 2.33 -1.44 -0.61 0.343
C -2.37 -2.25 -0.71 -0.202
C 0.28 -3.67 -0.61 0.720
C -3.08 -0.92 1.61 -0.306
C 0.04 3.95 0.14 -0.398
C -0.12 -0.04 -4.33 -0.177
C 3.81 0.00 0.71 -0.244
C -3.56 -1.53 -0.67 -0.312
C 1.50 3.86 0.53 -0.413
C -1.53 -2.30 0.39 0.079
H -4.18 -1.51 -1.54 0.219
H 4.26 0.98 0.50 0.261
H -1.42 -0.01 3.69 0.181
H 1.85 4.81 0.94 0.205
H -0.42 0.54 0.27 0.208
H 0.25 -2.79 1.23 0.420
H -6.34 -1.03 -0.71 0.177
H 0.12 2.34 -1.28 0.208
H -0.56 4.24 1.01 0.190
H -6.78 0.57 -0.07 0.199
H -5.49 0.43 -1.29 0.176
H 1.74 -4.91 0.40 0.249
H -1.49 2.59 -0.59 0.209
H -0.76 1.70 1.57 0.154
H 3.55 0.77 2.69 0.214
H 0.26 1.94 -5.04 0.216
H -3.40 -0.39 2.49 0.226
H 1.16 0.55 2.93 0.172
H 2.11 3.62 -0.34 0.228
H -0.51 -1.31 4.50 0.201
H 2.75 2.69 1.82 0.198
H -2.26 -1.49 4.25 0.183
H 3.12 -0.93 2.54 0.217
H -2.08 -2.77 -1.61 0.254
H 1.98 2.42 -3.32 0.235
H 2.21 -4.36 -1.23 0.258
H -0.87 -0.24 -5.08 0.215
H 1.13 3.00 2.49 0.155
H -0.28 -1.98 -3.40 0.238
H 4.60 -0.75 0.75 0.215
H 1.04 -0.50 1.52 0.204
H -0.11 4.71 -0.63 0.208


b | 67
Properties=species:S:1:pos:R:3:nbo_charge:R:1 method="wB97M-V/def2-TZVPD" homo_lumo_gap_ev=7.22 charge=0 homo_ev=-7.3
S -2.90 -2.32 1.29 -0.269
O 7.01 0.91 0.63 -0.471
O -0.45 1.85 -0.18 -0.666
O 6.53 1.91 -1.39 -0.466
O -7.71 1.57 -0.85 -0.495
N 1.29 -2.38 -1.60 -0.461
N -2.58 0.28 0.82 -0.637
N -0.79 -0.82 1.77 -0.452
N 1.76 1.85 -0.55 -0.563
C 1.10 -1.91 -0.24 -0.216
C -7.93 2.52 -1.86 -0.250
C -6.43 1.29 -0.49 0.284
C 0.07 -2.64 -2.35 -0.215
C 2.35 -3.34 -1.82 -0.196
C 3.06 1.59 -0.23 0.278
C 0.30 -2.80 0.73 -0.440
C 0.95 0.87 1.48 -0.123
C 7.57 1.43 -0.56 0.235
C -6.26 0.33 0.51 -0.245
C -2.07 -0.88 1.30 0.317
C 2.06 -4.81 -1.48 -0.633
C 4.67 0.71 1.39 -0.207
C -3.88 0.56 0.39 0.114
C 5.66 1.06 0.51 0.216
C -0.06 -2.05 2.01 -0.215
C -4.04 1.52 -0.59 -0.167
C -0.22 0.40 2.30 -0.235
C 2.24 0.64 1.84 -0.104
C -5.01 -0.03 0.96 -0.195
C -0.83 -1.41 -2.44 -0.611
C 0.66 1.54 0.22 0.638
C 4.09 1.95 -1.12 -0.309
C 3.34 0.98 1.01 -0.159
C 5.37 1.67 -0.73 0.286
C -5.30 1.89 -1.04 -0.319
H 0.87 -3.68 1.01 0.202
H 3.88 2.41 -2.07 0.229
H 0.40 -2.91 -3.37 0.191
H -0.67 -2.71 2.64 0.235
H -1.89 0.95 0.47 0.442
H 8.13 0.64 -1.08 0.164
H -5.38 2.64 -1.81 0.216
H 0.85 -1.79 2.55 0.188
H -0.51 -3.48 -1.95 0.168
H -1.59 -1.57 -3.20 0.215
H -7.56 3.51 -1.58 0.172
H -4.91 -0.76 1.74 0.241
H -9.01 2.57 -1.99 0.198
H -7.15 -0.11 0.94 0.222
H 2.10 -1.72 0.17 0.187
H -1.34 -1.23 -1.50 0.211
H 0.59 -0.95 -0.32 0.192
H 3.22 -3.00 -1.25 0.186
H -7.47 2.21 -2.81 0.174
H -3.16 1.99 -1.02 0.212
H 2.45 0.16 2.79 0.216
H 1.20 -5.17 -2.04 0.206
H 8.25 2.26 -0.31 0.164
H 1.56 2.30 -1.43 0.418
H 2.93 -5.41 -1.75 0.208
H 2.60 -3.28 -2.89 0.184
H 4.90 0.24 2.33 0.231
H -0.62 -3.12 0.25 0.234
H -0.99 1.18 2.33 0.240
H 1.87 -4.94 -0.42 0.200
H 0.11 0.22 3.33 0.204
H -0.25 -0.53 -2.71 0.202


a ends up most stable, edging out the next structure by 110.7 kJ/mol.